{"formula": "C2F5N", "method": "wB97M-V/def2-TZVPD", "elements": ["C", "C", "N", "F", "F", "F", "F", "F"], "xyz": [[0.908, 0.288, 0.000], [-0.863, 0.311, -0.009], [0.012, -0.728, 0.307], [1.677, 0.614, 1.056], [1.474, 0.447, -1.177], [-1.672, 0.652, 1.009], [-1.547, 0.467, -1.104], [0.011, -2.051, -0.081]], "s2": 2.008, "spin_multiplicity": 3, "charge": 0, "de_lowest_kcal_mol": 7.9, "lumo_ha": [0.0332, -0.1363], "e_tot_ha": -629.93928}

{"formula": "C2F6FeNO4S2", "method": "wB97M-V/def2-TZVPD", "elements": ["O", "Fe", "N", "S", "O", "C", "F", "F", "F", "S", "O", "O", "C", "F", "F", "F"], "xyz": [[2.049, 1.699, 0.299], [0.938, 1.399, -1.088], [-0.123, -0.692, -0.055], [1.471, 0.145, 1.578], [2.528, -0.421, 2.466], [0.411, 1.175, 2.733], [-0.472, 0.405, 3.356], [-0.235, 2.107, 2.043], [1.180, 1.762, 3.640], [-1.131, -0.406, -1.161], [-0.797, 0.913, -1.846], [-2.562, -0.545, -0.864], [-0.865, -1.650, -2.528], [0.367, -1.557, -3.015], [-1.023, -2.878, -2.048], [-1.734, -1.457, -3.511]], "s2": 6.031, "spin_multiplicity": 5, "charge": -1, "de_lowest_kcal_mol": 0.0, "lumo_ha": [0.0865, 0.0723], "e_tot_ha": -3091.15206}

{"formula": "C2F6KNO4S2", "method": "wB97M-V/def2-TZVPD", "elements": ["K", "C", "F", "F", "F", "S", "O", "O", "N", "S", "O", "O", "C", "F", "F", "F"], "xyz": [[1.837, 1.255, 1.306], [-2.418, 0.111, 1.207], [-2.503, -1.098, 0.778], [-3.569, 0.722, 1.012], [-2.115, 0.071, 2.435], [-0.974, 1.186, 0.309], [-1.516, 1.467, -1.030], [-0.738, 2.335, 1.137], [0.434, 0.078, 0.455], [0.754, -0.126, -1.016], [-0.334, -0.807, -1.789], [1.392, 1.060, -1.544], [2.237, -1.388, -0.848], [2.731, -1.587, -2.057], [3.080, -0.821, 0.041], [1.702, -2.459, -0.394]], "charge": 0, "de_lowest_kcal_mol": 70.1, "lumo_ha": -0.0223, "e_tot_ha": -2427.33963}

{"formula": "C2F6NO4S2Tl", "method": "wB97M-V/def2-TZVPD", "elements": ["Tl", "C", "F", "F", "F", "S", "O", "O", "N", "S", "O", "O", "C", "F", "F", "F"], "xyz": [[3.084, -0.951, 1.688], [-1.570, 0.555, 1.950], [-1.048, 0.564, 3.175], [-2.849, 0.396, 2.143], [-1.274, 1.697, 1.299], [-0.794, -1.056, 0.994], [-0.300, -1.977, 1.981], [-1.848, -1.669, 0.149], [0.644, -0.448, 0.153], [0.048, -0.212, -1.274], [0.020, -1.456, -2.042], [-1.101, 0.702, -1.270], [1.531, 0.779, -2.041], [2.710, 0.098, -1.929], [1.154, 0.941, -3.361], [1.593, 2.036, -1.616]], "s2": 0.763, "spin_multiplicity": 2, "charge": 1, "lumo_ha": [-0.1960, -0.3313], "e_tot_ha": -1999.54563}

{"formula": "C2F6NO4S2Y", "method": "wB97M-V/def2-TZVPD", "elements": ["O", "Y", "N", "S", "O", "C", "F", "F", "F", "S", "O", "O", "C", "F", "F", "F"], "xyz": [[2.479, 3.832, 0.317], [1.703, 2.556, -1.386], [2.865, 0.716, -2.202], [4.046, 4.121, 0.522], [4.303, 5.596, 0.462], [4.107, 3.792, 2.371], [5.082, 2.917, 2.615], [2.959, 3.271, 2.793], [4.351, 4.901, 3.054], [1.614, -0.107, -2.404], [0.384, 0.749, -2.021], [1.501, -1.495, -1.903], [1.289, -0.364, -4.228], [0.914, 0.775, -4.808], [2.402, -0.786, -4.828], [0.335, -1.269, -4.440]], "charge": 0, "de_lowest_kcal_mol": 0.0, "lumo_ha": -0.1009, "e_tot_ha": -1865.82147}

{"formula": "C2F6O6S2Tl", "method": "wB97M-V/def2-TZVPD", "elements": ["Tl", "C", "F", "F", "F", "S", "O", "O", "O", "C", "F", "F", "F", "S", "O", "O", "O"], "xyz": [[3.561, 0.815, -0.044], [-1.016, 3.039, 1.436], [-2.155, 3.163, 2.110], [-1.269, 3.332, 0.177], [-0.116, 3.814, 2.004], [-0.419, 1.247, 1.559], [-1.329, 0.508, 0.699], [0.923, 1.252, 0.959], [-0.458, 0.895, 2.975], [0.324, -3.202, -1.414], [1.389, -3.743, -1.958], [-0.824, -3.693, -1.823], [0.405, -3.535, -0.109], [0.258, -1.280, -1.582], [1.275, -0.689, -0.708], [0.580, -1.068, -2.986], [-1.129, -0.858, -1.295]], "charge": 1, "de_lowest_kcal_mol": 0.0, "lumo_ha": -0.3936, "e_tot_ha": -2095.20111}